No. 1
Molecular formula: CH6N2OS
Method: DFT, wB97M-V/def2-TZVPD

```
11
Properties=species:S:1:pos:R:3:forces:R:3:nbo_charge:R:1
C -0.2841 -0.2036 -1.4200 0.861 1.225 -0.868 -0.867
S 0.3804 -0.1300 0.2028 0.958 -2.231 -0.276 2.079
N -0.1063 -1.4536 0.8280 -0.611 1.499 -2.099 -1.159
N -0.2830 1.2966 0.8596 1.991 -0.680 0.180 -1.017
O 1.8313 0.0937 0.0988 -1.594 0.675 0.392 -0.950
H -0.9706 -0.9985 -1.4500 -0.898 -0.893 -0.106 0.260
H -0.7255 0.7519 -1.7063 -0.130 -0.107 0.302 0.252
H 0.5424 -0.3591 -2.1259 -0.117 -0.208 0.419 0.261
H 0.0829 -1.5090 1.7865 0.523 -0.152 1.772 0.365
H -1.0323 1.0728 1.4952 -0.402 -0.264 0.097 0.389
H 0.5649 1.4387 1.4311 -0.580 1.137 0.186 0.389
```
Forces are in eV/Å.

Calculated values
- LUMO level (eV) = 0.64
- HOMO (eV) = -9.643
- multiplicity = 1
- SMILES = C[S@](=N)(N)=O
- gap between HOMO and LUMO (eV) = 10.28
- net charge = 0

---

No. 2
Molecular formula: CH6N2P2
Method: DFT, wB97M-V/def2-TZVPD

```
11
Properties=species:S:1:pos:R:3:forces:R:3:nbo_charge:R:1
C -0.7422 1.5147 -0.1214 1.973 0.157 1.871 -0.745
N 1.0669 -0.3999 -1.2474 1.193 2.384 1.188 -0.471
N 0.4990 -1.2273 -0.4565 -2.926 -4.358 -2.140 -0.614
P -0.6549 0.8621 1.4500 -0.580 0.497 0.015 0.291
P 0.5453 -1.1535 1.1657 0.880 0.881 3.129 0.507
H 0.0107 2.1158 -0.5653 0.378 0.595 -0.172 0.216
H -1.5118 1.2108 -0.6806 -2.817 -0.951 -2.396 0.175
H 1.1154 -0.6223 -2.2127 -0.678 -0.881 -0.878 0.338
H -0.2060 -1.9748 -0.7850 1.333 1.461 -0.067 0.365
H 0.4373 1.6195 1.7824 0.936 0.238 0.663 -0.034
H -0.5599 -1.9452 1.6709 0.308 -0.023 -1.215 -0.028
```
Forces are in eV/Å.

Calculated values
- LUMO level (spin up / spin down) (eV) = -0.43 / 0.27
- HOMO (spin up / spin down) (eV) = -7.564 / -7.489
- multiplicity = 1
- gap between HOMO and LUMO (spin up / spin down) (eV) = 7.13 / 7.76
- net charge = 0

---

No. 3
Molecular formula: CH6N2S
Method: DFT, wB97M-V/def2-TZVPD

```
10
Properties=species:S:1:pos:R:3:forces:R:3:nbo_charge:R:1
H 1.7824 -0.0514 0.0172 -0.874 0.508 -0.017 0.350
N 1.6075 -0.4694 -0.8875 1.521 -1.426 1.198 -0.718
C 0.5436 -1.0498 -1.2254 -0.776 2.290 -3.586 0.296
N -0.7770 -0.7449 -1.0700 -1.813 0.367 1.639 -0.828
H 0.5522 -1.4769 -2.2447 0.665 -0.999 0.507 0.134
H -1.4553 -0.9630 -1.7783 0.500 -0.664 -0.263 0.386
H -1.1545 0.0330 -0.5475 0.783 -0.052 0.522 0.379
S -0.2826 2.2180 2.6207 -0.192 -0.320 -0.137 -0.275
H -1.2253 1.3771 2.1704 -0.225 0.289 -0.067 0.135
H 0.4090 1.1273 2.9452 0.410 0.007 0.203 0.141
```
Forces are in eV/Å.

Calculated values
- LUMO level (eV) = 0.66
- HOMO (eV) = -8.982
- multiplicity = 1
- SMILES = [H]/N=C\N.S
- gap between HOMO and LUMO (eV) = 9.65
- net charge = 0

---

No. 4
Molecular formula: CH6N2S2
Method: DFT, wB97M-V/def2-TZVPD

```
11
Properties=species:S:1:pos:R:3:forces:R:3:nbo_charge:R:1
C 0.1850 -0.3106 -0.3253 -1.464 1.389 -1.132 -0.176
N -0.7319 1.4302 0.8898 -1.490 -0.252 0.435 -0.672
N 0.1107 1.0648 -0.1305 0.183 -0.746 0.700 -0.433
S 0.7531 -0.7673 -1.9654 0.956 -0.191 0.631 0.021
S 0.7325 -1.2151 1.0509 0.596 -0.725 0.596 0.048
H -1.7557 -0.5367 0.0746 1.568 0.403 -0.785 -0.138
H -0.3642 1.2588 1.8483 -0.286 -0.265 -1.241 0.363
H -1.5903 0.6935 0.6226 0.891 0.736 1.224 0.295
H -0.0881 1.6808 -0.9171 0.401 -0.823 -0.217 0.397
H 2.1071 -0.8721 -1.6031 -1.320 0.072 -0.329 0.142
H 0.6418 -2.4263 0.4550 -0.035 0.401 0.118 0.152
```
Forces are in eV/Å.

Calculated values
- LUMO level (eV) = -0.09
- HOMO (eV) = -8.421
- multiplicity = 1
- gap between HOMO and LUMO (eV) = 8.33
- net charge = 0

---

No. 5
Molecular formula: CH6N2S2
Method: DFT, wB97M-V/def2-TZVPD

```
11
Properties=species:S:1:pos:R:3:forces:R:3:nbo_charge:R:1
H -1.6525 -1.3392 -1.5603 0.120 -0.494 0.477 0.350
N -1.1048 -0.6381 -1.0841 0.677 1.248 -0.043 -0.745
C -1.3676 -0.4692 0.1507 -1.327 -1.744 -1.031 0.292
N -0.8806 0.5072 0.9400 0.821 0.052 0.055 -0.858
H -2.0319 -1.2044 0.6468 -0.142 0.673 0.108 0.133
H -1.5116 0.8828 1.6203 0.389 0.064 0.349 0.395
H 0.0312 0.9190 0.7099 -1.006 0.083 0.396 0.397
S 2.0567 1.3948 -0.0046 0.017 -1.061 -1.087 -0.154
S 2.2723 -0.6438 -0.7520 0.126 0.969 0.681 -0.096
H 1.0190 1.5298 -0.8696 0.326 0.245 0.186 0.160
H 3.1698 -0.9389 0.2030 -0.002 -0.034 -0.092 0.126
```
Forces are in eV/Å.

Calculated values
- LUMO level (eV) = -0.10
- HOMO (eV) = -8.707
- multiplicity = 1
- SMILES = [H]/N=C/N.SS
- gap between HOMO and LUMO (eV) = 8.61
- net charge = 0

---

No. 6
Molecular formula: CH6N3
Method: DFT, wB97M-V/def2-TZVPD

```
10
Properties=species:S:1:pos:R:3:forces:R:3:nbo_charge:R:1
C 0.0392 -0.1757 1.1602 0.015 -1.644 1.617 -0.534
N 1.1849 -0.8083 -1.7930 0.220 0.247 -0.630 -0.199
N -0.8743 0.9063 -0.6055 -0.491 -3.168 -0.342 -0.360
N -0.3576 -0.1853 -0.1889 -0.471 2.608 -1.523 0.121
H 1.1318 -0.2736 1.4806 -1.158 0.655 -1.176 0.322
H -0.2686 -1.2497 1.3937 -0.159 1.341 0.583 0.301
H -0.5345 0.6287 1.6629 0.717 -0.651 0.501 0.218
H 2.0774 -1.2922 -1.6305 0.246 -0.272 0.146 0.253
H -1.0184 1.6849 0.0672 0.041 -0.097 -0.864 0.415
H -1.3800 0.7650 -1.5468 1.039 0.980 1.687 0.463
```
Forces are in eV/Å.

Calculated values
- LUMO level (spin up / spin down) (eV) = -6.76 / -6.37
- HOMO (spin up / spin down) (eV) = -15.631 / -15.116
- multiplicity = 1
- gap between HOMO and LUMO (spin up / spin down) (eV) = 8.87 / 8.74
- net charge = +1

---

No. 7
Molecular formula: CH6N3O
Method: DFT, wB97M-V/def2-TZVPD

```
11
Properties=species:S:1:pos:R:3:forces:R:3:nbo_charge:R:1
C 1.1295 0.7141 0.9511 -0.316 1.061 -0.953 -0.494
N -1.3062 -1.2278 -1.0170 -1.635 1.142 -0.124 -0.666
N -1.9077 -0.0301 -1.3320 3.329 -1.212 -1.868 -0.602
N -0.0863 0.1685 1.4867 -0.718 -0.373 0.370 -0.147
O -0.2325 -1.1561 1.1164 2.845 1.451 3.217 -0.621
H 1.9499 0.0341 1.0404 0.779 -0.570 0.060 0.172
H 1.0096 0.9856 -0.1281 -0.025 -0.509 0.344 0.191
H 1.3899 1.6978 1.3995 -0.309 -0.658 0.274 0.172
H -0.4148 -1.1606 -1.4324 1.384 -0.343 -1.262 0.284
H -0.8264 -1.1706 0.3346 -1.942 -0.486 -2.532 0.442
H -2.5630 -0.0088 -0.6515 -3.391 0.496 2.472 0.268
```
Forces are in eV/Å.

Calculated values
- LUMO level (spin up / spin down) (eV) = 4.49 / 4.49
- HOMO (spin up / spin down) (eV) = -3.291 / -1.435
- multiplicity = 1
- gap between HOMO and LUMO (spin up / spin down) (eV) = 7.78 / 5.93
- net charge = -1

---

No. 8
Molecular formula: CH6N3O
Method: DFT, wB97M-V/def2-TZVPD

```
11
Properties=species:S:1:pos:R:3:forces:R:3:nbo_charge:R:1
C 1.1115 0.1302 -0.3995 1.344 -1.379 -0.201 0.016
N -1.9489 1.7770 -1.3971 -0.780 -1.081 1.039 -0.047
N 0.5235 -0.5165 0.5424 -0.260 0.220 0.389 -0.207
N 0.9513 -1.5223 1.3507 2.552 -1.531 -2.135 -0.621
O -2.7227 1.0788 -0.7528 1.296 1.807 -1.502 -0.234
H 0.6427 0.9178 -1.0417 0.080 -0.865 1.041 0.282
H 2.1343 -0.2790 -0.5744 -0.770 0.802 -0.274 0.227
H -0.3957 -0.2468 0.8414 -0.786 0.480 -0.218 0.438
H -2.4218 2.6008 -1.8892 -0.339 -0.774 0.533 0.293
H 1.5808 -2.3425 1.0937 -1.150 2.131 -0.282 0.441
H 0.5452 -1.5974 2.2265 -1.186 0.189 1.611 0.411
```
Forces are in eV/Å.

Calculated values
- LUMO level (eV) = -4.92
- HOMO (eV) = -13.426
- multiplicity = 1
- gap between HOMO and LUMO (eV) = 8.50
- net charge = +1

---

Values for ΔE to the lowest compared entry with this formula, charge and spin, kcal/mol, ordered as above
48.45, 85.68, 27.23, 102.58, 18.89, 195.58, 52.72, 95.65